[1]
Molecular formula: C2H2NO3
Method: DFT, ωB97M-V with the def2-TZVPD basis set

Its HOMO energy is -4.291 eV. As for the electronic energy: -9737.720 eV. As for the SMILES: O=C([O-])[C@H]1NO1. The calculation puts the LUMO energy at 0.156 Ha. The strongest force on any atom is 3.210 eV Å⁻¹. As for the charge: -1.

Each atom is followed by the atoms it is bonded to, with distances in Å.
Atoms and positions in Å:
1 O 1.64536 1.49515 0.30430  C2 1.233
2 C 1.30316 0.34900 0.00346  O1 1.233, O3 1.225, C4 1.594
3 O 1.92963 -0.60091 -0.44919  C2 1.225
4 C -0.25357 0.08793 0.22365  C2 1.594, N5 1.425, O6 1.387, H7 1.208
5 N -0.97954 -0.77453 -0.64834  C4 1.425, O6 1.422, H8 1.030
6 O -0.75281 -1.10938 0.71456  C4 1.387, N5 1.422
7 H -0.93471 1.01626 0.58949  C4 1.208
8 H -1.95754 -0.46351 -0.73792  N5 1.030

=====

[2]
Molecular formula: C4H8N6O4
Method: DFT, ωB97M-V with the def2-TZVPD basis set

Its HOMO energy is -8.673 eV. As for the electronic energy: -21405.395 eV. As for the SMILES: NC1=[N+]([O-])OC(=O)NC1(N)N.N=C=O. The calculation puts the LUMO energy at 0.012 Ha. The strongest force on any atom is 3.856 eV Å⁻¹.

Each atom is followed by the atoms it is bonded to, with distances in Å.
Atoms and positions in Å:
1 N 1.86176 0.89972 0.04049  C2 1.341, H12 1.027, H13 0.981
2 C 0.80466 0.16236 -0.33079  N1 1.341, N3 1.299, C9 1.540
3 N 0.35229 0.09472 -1.54613  C2 1.299, O4 1.269, O5 1.447
4 O 0.61873 0.83603 -2.54145  N3 1.269
5 O -0.55019 -0.96822 -1.93163  N3 1.447, C6 1.336
6 C -1.33645 -1.55394 -1.02415  O5 1.336, O7 1.209, N8 1.363
7 O -2.19072 -2.25574 -1.51384  C6 1.209
8 N -1.12859 -1.14655 0.25986  C6 1.363, C9 1.450, H14 1.011
9 C 0.16788 -0.72473 0.75474  C2 1.540, N8 1.450, N10 1.475, N11 1.456
10 N 0.00749 0.04809 2.00135  C9 1.475, H15 0.991, H16 1.025
11 N 1.07703 -1.85895 0.84113  C9 1.456, H17 1.009, H18 1.030
12 H 2.24190 1.50201 -0.69955  N1 1.027
13 H 1.98980 0.94719 1.01146  N1 0.981
14 H -1.94796 -1.38089 0.80387  N8 1.011
15 H -0.52145 0.88111 2.08863  N10 0.991
16 H -0.26462 -0.70629 2.63910  N10 1.025
17 H 0.68930 -2.74956 1.11416  N11 1.009
18 H 1.79921 -1.64584 1.54448  N11 1.030
19 N -0.82178 2.72463 -1.47538  C20 1.171, H22 1.083
20 C -1.12146 2.37083 -0.40018  N19 1.171, O21 1.163
21 O -1.49770 2.14576 0.67742  C20 1.163
22 H -0.22915 2.37825 -2.31360  N19 1.083

=====

[3]
Molecular formula: C19H52O7
Method: DFT, ωB97M-V with the def2-TZVPD basis set

Its HOMO energy is -9.657 eV. As for the electronic energy: -34875.525 eV. As for the SMILES: CC(C)O.CC(C)O.CC(C)O.CC(C)O.CC(C)O.CCO.CCO. The calculation puts the LUMO energy at 0.023 Ha. The strongest force on any atom is 3.791 eV Å⁻¹.

Each atom is followed by the atoms it is bonded to, with distances in Å.
Atoms and positions in Å:
1 C 2.36943 5.19046 0.41573  C2 1.460, H5 1.090, H6 1.090, H7 1.090
2 C 1.73436 4.07724 -0.28449  C1 1.460, C3 1.510, O4 1.400, H8 1.090
3 C 2.69887 3.17341 -1.01422  C2 1.510, H9 1.090, H10 1.090, H11 1.090
4 O 1.03730 3.21156 0.56616  C2 1.400, H12 0.960
5 H 2.87890 5.91125 -0.22380  C1 1.090
6 H 3.06054 4.83350 1.17930  C1 1.090
7 H 1.56104 5.81714 0.79241  C1 1.090
8 H 0.97903 4.29866 -1.03850  C2 1.090
9 H 2.13077 2.63641 -1.77381  C3 1.090
10 H 3.22521 2.46225 -0.37757  C3 1.090
11 H 3.45838 3.67891 -1.61066  C3 1.090
12 H 0.25212 3.73953 0.72844  O4 0.960
13 C -2.82566 4.35455 -1.55303  C14 1.582, H17 1.090, H18 1.090, H19 1.090
14 C -3.33556 2.87404 -1.33090  C13 1.582, C15 1.512, O16 1.398, H20 1.090
15 C -2.43513 2.15515 -0.35217  C14 1.512, H21 1.090, H22 1.090, H23 1.090
16 O -4.62194 2.89915 -0.78519  C14 1.398, H24 0.960
17 H -2.77707 4.63450 -2.60534  C13 1.090
18 H -1.85853 4.50588 -1.07358  C13 1.090
19 H -3.58737 5.00970 -1.13034  C13 1.090
20 H -3.33452 2.19723 -2.18531  C14 1.090
21 H -2.24094 2.71085 0.56521  C15 1.090
22 H -1.49630 1.96848 -0.87357  C15 1.090
23 H -2.85589 1.20172 -0.03276  C15 1.090
24 H -5.17926 2.86288 -1.56601  O16 0.960
25 C 0.58399 -3.22385 6.30129  C26 1.527, H29 1.090, H30 1.090, H31 1.090
26 C 0.46415 -1.86530 5.61457  C25 1.527, C27 1.585, O28 1.379, H32 1.090
27 C 1.60056 -1.31125 4.65788  C26 1.585, H33 1.090, H34 1.090, H35 1.090
28 O -0.60032 -1.94252 4.74175  C26 1.379, H36 0.960
29 H -0.22818 -3.40325 7.00577  C25 1.090
30 H 1.59093 -3.40099 6.67918  C25 1.090
31 H 0.68217 -4.03551 5.58041  C25 1.090
32 H 0.52797 -1.15724 6.44081  C26 1.090
33 H 1.55722 -0.33374 4.17757  C27 1.090
34 H 1.96477 -1.98501 3.88232  C27 1.090
35 H 2.52857 -1.10920 5.19274  C27 1.090
36 H -1.21501 -2.56903 5.13067  O28 0.960
37 C -1.68194 -3.89389 0.29195  C38 1.564, H41 1.090, H42 1.090, H43 1.090
38 C -2.76223 -2.84561 -0.13373  C37 1.564, C39 1.509, O40 1.363, H44 1.090
39 C -2.24303 -1.82365 -1.11436  C38 1.509, H45 1.090, H46 1.090, H47 1.090
40 O -3.80877 -3.56308 -0.63131  C38 1.363, H48 0.960
41 H -1.63498 -4.73187 -0.40351  C37 1.090
42 H -1.89585 -4.36298 1.25232  C37 1.090
43 H -0.70042 -3.49269 0.54448  C37 1.090
44 H -2.90458 -2.36457 0.83397  C38 1.090
45 H -1.88576 -2.38428 -1.97815  C39 1.090
46 H -1.35661 -1.22506 -0.90450  C39 1.090
47 H -2.99747 -1.16327 -1.54194  C39 1.090
48 H -4.05795 -3.20734 -1.48744  O40 0.960
49 C 1.57298 -3.52744 -1.78165  C50 1.508, H53 1.090, H54 1.090, H55 1.090
50 C 2.52820 -2.36627 -1.89857  C49 1.508, C51 1.521, O52 1.417, H56 1.090
51 C 3.44522 -2.15795 -0.70362  C50 1.521, H57 1.090, H58 1.090, H59 1.090
52 O 3.27387 -2.46531 -3.09898  C50 1.417, H60 0.960
53 H 0.70746 -3.48208 -2.44264  C49 1.090
54 H 1.01435 -3.57154 -0.84672  C49 1.090
55 H 2.05077 -4.50458 -1.85247  C49 1.090
56 H 1.86951 -1.50080 -1.97060  C50 1.090
57 H 4.11153 -2.98251 -0.45019  C51 1.090
58 H 2.88584 -1.86715 0.18555  C51 1.090
59 H 4.14192 -1.35962 -0.95928  C51 1.090
60 H 3.48209 -3.40213 -3.12375  O52 0.960
61 C -0.15808 0.01248 -3.71021  C62 1.529, H64 1.090, H65 1.090, H66 1.090
62 C -0.63207 1.37897 -4.20625  C61 1.529, O63 1.429, H67 1.090, H68 1.090
63 O -0.77047 1.47191 -5.62589  C62 1.429, H69 0.960
64 H -0.03710 -0.02312 -2.62753  C61 1.090
65 H 0.76938 -0.25216 -4.21805  C61 1.090
66 H -0.86313 -0.78842 -3.93283  C61 1.090
67 H 0.00721 2.16113 -3.79679  C62 1.090
68 H -1.65075 1.52037 -3.84514  C62 1.090
69 H -0.02413 1.08859 -6.09240  O63 0.960
70 C -0.52079 0.29820 1.95012  C71 1.508, H73 1.090, H74 1.090, H75 1.090
71 C 0.66232 -0.27730 1.21245  C70 1.508, O72 1.404, H76 1.090, H77 1.090
72 O 0.86520 0.43091 0.01764  C71 1.404, H78 0.960
73 H -1.46431 0.11917 1.43454  C70 1.090
74 H -0.44203 1.36465 2.16124  C70 1.090
75 H -0.47756 -0.17577 2.93072  C70 1.090
76 H 0.50600 -1.31035 0.90185  C71 1.090
77 H 1.65519 -0.18342 1.65234  C71 1.090
78 H 1.12636 1.34232 0.16837  O72 0.960

=====

[4]
Molecular formula: C26H62NO22S5
Method: DFT, ωB97M-V with the def2-TZVPD basis set

Its HOMO energy is -11.772 eV. As for the electronic energy: -128655.047 eV. The calculation puts the LUMO energy at -0.087 Ha. The strongest force on any atom is 13.461 eV Å⁻¹. As for the charge: +1.

Each atom is followed by the atoms it is bonded to, with distances in Å.
Atoms and positions in Å:
1 C 0.19410 -1.47946 2.61856  N2 1.476, H8 1.107, H9 0.880, H10 0.951
2 N -0.94590 -0.68846 2.11456  C1 1.476, C3 1.529, C4 1.474, C5 1.535
3 C -2.03190 -1.52546 1.43856  N2 1.529, H11 1.083, H12 1.225, H13 1.157
4 C -1.36790 0.12654 3.26756  N2 1.474, H14 1.150, H15 1.107, H16 1.102
5 C -0.37390 0.31154 1.09956  N2 1.535, C6 1.599, H17 1.175, H18 1.115
6 C 0.12010 -0.32746 -0.28044  C5 1.599, O7 1.503, H19 1.174, H20 1.080
7 O 0.84810 0.65354 -1.15644  C6 1.503, H21 0.859
8 H 1.04010 -0.87046 2.99156  C1 1.107
9 H 0.58710 -2.01646 2.04256  C1 0.880
10 H -0.14290 -2.06446 3.28856  C1 0.951
11 H -1.60890 -2.23946 0.74256  C3 1.083
12 H -2.56790 -0.57846 0.87556  C3 1.225
13 H -2.71090 -2.05546 2.21156  C3 1.157
14 H -0.68490 0.96754 3.65256  C4 1.150
15 H -1.77490 -0.49646 4.08656  C4 1.107
16 H -2.23490 0.76954 3.04756  C4 1.102
17 H 0.64910 0.78154 1.43756  C5 1.175
18 H -1.15590 1.08454 0.91256  C5 1.115
19 H -0.68890 -0.63846 -1.07244  C6 1.174
20 H 0.72810 -1.20046 -0.09444  C6 1.080
21 H 0.21410 1.10254 -1.52344  O7 0.859
22 O 1.26210 4.16954 -4.15144  S23 1.459
23 S 0.06810 3.89554 -3.35844  O22 1.459, O24 1.480, O25 1.672, C28 1.751
24 O -1.24590 4.41554 -3.79944  S23 1.480
25 O -0.15990 2.23954 -3.30944  S23 1.672, C26 1.475
26 C -0.37390 1.65154 -4.64544  O25 1.475, C27 1.615, H29 1.144, H30 1.040
27 C -0.75290 0.09554 -4.43644  C26 1.615, H31 1.152, H32 1.127, H33 1.106
28 C 0.21610 4.29754 -1.66044  S23 1.751, H34 1.165, H35 1.143, H36 1.264
29 H 0.60510 1.95854 -5.15044  C26 1.144
30 H -1.02790 2.13054 -5.29644  C26 1.040
31 H -0.80690 -0.34746 -5.49844  C27 1.152
32 H -1.78490 0.06954 -3.98444  C27 1.127
33 H -0.07690 -0.48946 -3.78544  C27 1.106
34 H -0.78590 4.00654 -1.14244  C28 1.165
35 H 0.41410 5.42354 -1.68244  C28 1.143
36 H 1.23310 3.70754 -1.19544  C28 1.264
37 O -2.25790 1.40654 -1.39944  S38 1.463
38 S -3.67090 1.50954 -1.76444  O37 1.463, O39 1.387, O40 1.645, C43 1.809
39 O -3.97990 1.55454 -3.11544  S38 1.387
40 O -4.43390 0.21554 -1.09344  S38 1.645, C41 1.403
41 C -4.12390 -1.10746 -1.44144  O40 1.403, C42 1.645, H44 0.971, H45 1.142
42 C -5.12790 -2.27046 -0.85344  C41 1.645, H46 1.008, H47 0.973, H48 1.110
43 C -4.47490 2.85754 -0.86444  S38 1.809, H49 1.036, H50 1.168, H51 1.034
44 H -3.21290 -1.28746 -1.15644  C41 0.971
45 H -4.03290 -1.07646 -2.57944  C41 1.142
46 H -5.12590 -3.20846 -1.22344  C42 1.008
47 H -6.05690 -1.99546 -0.94644  C42 0.973
48 H -5.02190 -2.22846 0.25056  C42 1.110
49 H -4.46990 2.70154 0.15956  C43 1.036
50 H -5.56690 2.52754 -1.11744  C43 1.168
51 H -4.14390 3.76154 -1.24044  C43 1.034
52 O 4.45210 3.19254 -0.42644  S53 1.428
53 S 4.00810 3.98254 0.67656  O52 1.428, O54 1.466, O55 1.588, C58 1.814
54 O 4.96310 4.65154 1.56556  S53 1.466
55 O 3.02610 5.11454 0.15256  S53 1.588, C56 1.398
56 C 3.59610 6.35154 -0.16244  O55 1.398, C57 1.500, H59 0.987, H60 1.162
57 C 2.67010 7.44554 -0.60644  C56 1.500, H61 0.987, H62 1.086, H63 1.157
58 C 2.91410 3.05454 1.78656  S53 1.814, H64 1.074, H65 1.293, H66 1.158
59 H 4.33810 6.09654 -0.76144  C56 0.987
60 H 4.18310 6.69554 0.77956  C56 1.162
61 H 2.43810 7.31054 -1.55644  C57 0.987
62 H 3.29310 8.29254 -0.33444  C57 1.086
63 H 1.85010 7.42754 0.20956  C57 1.157
64 H 1.96810 2.73854 1.38856  C58 1.074
65 H 2.84710 3.92954 2.73556  C58 1.293
66 H 3.33610 2.10154 2.29056  C58 1.158
67 O 2.53710 -3.69346 -4.67444  S68 1.451
68 S 3.18210 -2.42046 -4.93944  O67 1.451, O69 1.424, O70 1.697, C73 1.725
69 O 2.36310 -1.31446 -5.30344  S68 1.424
70 O 3.95510 -2.12346 -3.45844  S68 1.697, C71 1.454
71 C 3.22510 -1.24046 -2.56244  O70 1.454, C72 1.526, H74 1.027, H75 1.047
72 C 3.84810 -1.22146 -1.16944  C71 1.526, H76 1.247, H77 1.055, H78 1.157
73 C 4.37410 -2.58446 -6.17544  S68 1.725, H79 1.231, H80 1.132, H81 1.055
74 H 2.22810 -1.48646 -2.59444  C71 1.027
75 H 3.46710 -0.27546 -2.88844  C71 1.047
76 H 5.08710 -1.31746 -1.27244  C72 1.247
77 H 3.74810 -2.21746 -0.83544  C72 1.055
78 H 3.38310 -0.36546 -0.54444  C72 1.157
79 H 5.19910 -3.42146 -5.80844  C73 1.231
80 H 5.14910 -1.76246 -6.10444  C73 1.132
81 H 4.02810 -2.51946 -7.16944  C73 1.055
82 O -3.68490 -6.65046 2.46356  S83 1.446
83 S -3.32790 -5.30546 2.07056  O82 1.446, O84 1.441, O85 1.679, C88 1.756
84 O -4.25690 -4.22446 2.28356  S83 1.441
85 O -1.97890 -4.88446 2.97756  S83 1.679, C86 1.485
86 C -1.63990 -5.58146 4.24456  O85 1.485, C87 1.503, H89 1.130, H90 0.994
87 C -0.40090 -5.04346 4.90456  C86 1.503, H91 1.215, H92 1.233, H93 1.043
88 C -2.79390 -5.27346 0.39756  S83 1.756, H94 1.119, H95 1.173, H96 1.185
89 H -1.50090 -6.67346 3.98756  C86 1.130
90 H -2.51690 -5.51446 4.70756  C86 0.994
91 H -0.71190 -3.98346 5.40956  C87 1.215
92 H 0.39210 -4.64646 4.04856  C87 1.233
93 H -0.22490 -5.44246 5.85156  C87 1.043
94 H -3.77890 -5.63146 0.00556  C88 1.119
95 H -2.04590 -6.14846 0.17456  C88 1.173
96 H -2.51390 -4.32946 -0.26244  C88 1.185
97 C -1.11090 5.85454 4.01356  C98 1.533, O102 1.450, H103 1.022, H104 1.024
98 C 0.24510 5.44654 3.42656  C97 1.533, O99 1.347, H105 1.018, H106 1.073
99 O 0.05110 4.62354 2.37756  C98 1.347, C100 1.350
100 C -1.27990 4.45254 2.23156  O99 1.350, O101 1.351, O102 1.256
101 O -1.81790 3.53754 1.39656  C100 1.351
102 O -1.93290 5.10754 3.08156  C97 1.450, C100 1.256
103 H -1.48290 6.80454 3.95256  C97 1.022
104 H -1.21990 5.52154 4.97556  C97 1.024
105 H 0.85210 4.86754 4.00356  C98 1.018
106 H 0.83010 6.32254 3.22356  C98 1.073
107 C 1.47910 -6.40746 1.36956  C108 1.506, O112 1.465, H113 0.960, H114 0.915
108 C 2.29410 -5.20346 1.76156  C107 1.506, O109 1.525, H115 1.160, H116 1.038
109 O 1.71010 -4.08746 0.90156  C108 1.525, C110 1.322
110 C 0.65010 -4.56046 0.26956  O109 1.322, O111 1.280, O112 1.290
111 O -0.04590 -3.93846 -0.60644  C110 1.280
112 O 0.43310 -5.80246 0.54156  C107 1.465, C110 1.290
113 H 1.03210 -6.77646 2.13456  C107 0.960
114 H 2.01210 -7.06046 1.01356  C107 0.915
115 H 3.42010 -5.10946 1.49856  C108 1.160
116 H 2.03310 -4.88146 2.71356  C108 1.038